{
  "formula": "C36H90CdN5O20",
  "method": "ωB97M-V/def2-TZVPD",
  "species": ["O", "H", "H", "H", "Cd", "C", "C", "C", "O", "C", "C", "C", "O", "O", "O", "H", "H", "O", "H", "H", "O", "H", "H", "O", "H", "H", "O", "H", "H", "O", "H", "H", "C", "O", "C", "C", "N", "C", "C", "O", "C", "H", "H", "H", "H", "H", "H", "H", "H", "H", "H", "H", "H", "H", "H", "H", "C", "O", "C", "C", "N", "C", "C", "O", "C", "H", "H", "H", "H", "H", "H", "H", "H", "H", "H", "H", "H", "H", "H", "H", "C", "O", "C", "C", "N", "C", "C", "O", "C", "H", "H", "H", "H", "H", "H", "H", "H", "H", "H", "H", "H", "H", "H", "H", "C", "O", "C", "C", "N", "C", "C", "O", "C", "H", "H", "H", "H", "H", "H", "H", "H", "H", "H", "H", "H", "H", "H", "H", "C", "O", "C", "C", "N", "C", "C", "O", "C", "H", "H", "H", "H", "H", "H", "H", "H", "H", "H", "H", "H", "H", "H", "H"],
  "coordinates": [[-0.27918, -4.45290, -4.11244], [-0.99897, -5.07884, -3.90285], [-0.19299, -4.33864, -5.07508], [-0.32281, -3.53317, -3.66448], [2.42643, 3.46974, -0.05492], [-0.31430, 0.09778, -2.87707], [0.30807, 1.06362, -2.09138], [0.80377, 0.68411, -0.71343], [1.33965, 1.58166, 0.05622], [0.73704, -0.61017, -0.30519], [0.27356, -1.67205, -1.17856], [-0.33414, -1.27684, -2.56281], [-0.92444, -2.16436, -3.21789], [0.37644, -2.86386, -0.92464], [0.20792, 2.28890, -2.40371], [-0.82416, 0.36434, -3.79190], [1.06640, -0.77408, 0.71215], [1.84610, -4.86068, -2.17023], [1.41970, -5.72155, -2.09787], [1.38772, -4.30458, -1.51553], [2.10117, 3.65031, -2.07011], [2.14671, 4.56662, -2.39519], [1.30099, 3.24709, -2.51966], [-3.11492, -3.71573, -3.35580], [-3.63063, -3.25933, -4.02856], [-2.33543, -3.14458, -3.20487], [-2.08365, 2.45595, -1.35103], [-2.79567, 2.52021, -2.00465], [-1.33830, 2.07317, -1.83440], [-0.95380, -4.97026, 0.53428], [-0.21178, -5.16804, 1.14555], [-0.64870, -4.23046, -0.01328], [-2.94278, -0.13041, -5.42513], [-2.51544, 1.20093, -5.59335], [-1.49532, 1.30620, -6.56679], [-1.05230, 2.75425, -6.57738], [0.12646, 3.10825, -5.82534], [1.42489, 2.44648, -6.05891], [2.03240, 3.18383, -7.28148], [3.42553, 3.16415, -7.49849], [3.97380, 1.87868, -7.71505], [-3.26742, -0.47148, -6.41386], [-3.75399, -0.13357, -4.69767], [-2.14978, -0.76706, -5.01807], [-1.89722, 1.04453, -7.55587], [-0.69756, 0.56873, -6.41677], [-1.89413, 3.36378, -6.24603], [-0.91736, 3.12948, -7.59748], [-0.05277, 3.05682, -4.82983], [1.25137, 1.37277, -6.18395], [1.95173, 2.61855, -5.12113], [1.85966, 4.23520, -7.06469], [1.46958, 2.85061, -8.15779], [5.05460, 1.95007, -7.83447], [3.60053, 1.38041, -8.61416], [3.80186, 1.26408, -6.82549], [4.97143, 2.45754, -4.17106], [5.49090, 1.65606, -3.15010], [5.25547, 0.28668, -3.02357], [6.00055, -0.12952, -1.75449], [5.28921, -0.01633, -0.47178], [4.04910, -0.81265, -0.23426], [4.28177, -2.28811, -0.50453], [5.30722, -2.75866, 0.35269], [5.52775, -4.13602, 0.10397], [5.46439, 2.43643, -5.14584], [5.03476, 3.49385, -3.83531], [3.90278, 2.24386, -4.29618], [5.55334, -0.29962, -3.90428], [4.18058, 0.03397, -2.98397], [6.88417, 0.50566, -1.79351], [6.31703, -1.16991, -1.88819], [5.98748, -0.46302, 0.11892], [3.34547, -0.33045, -0.92023], [3.49206, -0.62482, 0.68517], [4.59575, -2.37706, -1.55149], [3.40269, -2.92640, -0.35827], [4.78209, -4.75098, 0.61269], [6.54100, -4.41775, 0.38814], [5.48715, -4.38638, -0.96185], [-1.76266, -5.20633, 6.92689], [-2.43002, -3.97227, 6.77274], [-1.54825, -2.88044, 6.43460], [-1.43923, -2.73274, 4.91794], [-0.28858, -3.44154, 4.34678], [0.31655, -2.79682, 3.17462], [1.48300, -3.61863, 2.67579], [0.95456, -4.88180, 2.40085], [1.93258, -5.78881, 1.88443], [-1.00958, -5.23719, 7.71931], [-1.46244, -5.73925, 6.02159], [-2.54023, -5.85850, 7.34974], [-0.59547, -2.96501, 6.96633], [-2.11646, -2.13024, 7.00339], [-1.27101, -1.66269, 4.76835], [-2.40638, -2.91960, 4.44664], [-0.78174, -4.19910, 3.87172], [0.80539, -1.87413, 3.51677], [-0.44545, -2.57658, 2.42015], [2.40528, -3.56822, 3.27137], [1.94759, -3.14031, 1.79173], [1.52003, -6.76499, 1.64973], [2.75490, -5.92105, 2.59269], [2.40019, -5.34321, 0.99989], [-3.49987, 3.91811, 8.98726], [-2.14671, 4.21968, 8.77146], [-1.45825, 3.00871, 8.40574], [-0.01375, 3.21021, 8.04782], [0.16595, 3.88767, 6.75233], [1.53910, 4.05260, 6.29727], [1.67753, 3.91182, 4.78753], [1.76666, 2.62929, 4.22396], [0.50414, 1.98071, 3.97365], [-4.06099, 3.77133, 8.05065], [-4.05709, 4.72444, 9.45875], [-3.71106, 2.96940, 9.49011], [-2.03723, 2.64609, 7.55129], [-1.50533, 2.34950, 9.27647], [0.53963, 2.27140, 8.07592], [0.49348, 3.84027, 8.79201], [-0.36697, 4.74481, 6.74706], [2.16293, 3.32846, 6.82546], [1.88463, 5.05309, 6.58354], [2.59459, 4.41734, 4.46975], [0.85710, 4.51258, 4.36850], [-0.03503, 2.72442, 3.37700], [0.07259, 1.68164, 4.92176], [0.67106, 1.16721, 3.27006], [-4.68353, 2.58235, -3.39631], [-5.15623, 1.78434, -2.34544], [-6.21924, 2.31487, -1.57982], [-6.30215, 1.57391, -0.23952], [-4.99576, 1.51309, 0.40079], [-5.11969, 0.92008, 1.76273], [-3.86794, 0.23910, 2.14259], [-3.64743, -0.97095, 1.39284], [-2.75380, -0.85633, 0.31250], [-4.66028, 3.64235, -3.13558], [-5.28621, 2.36747, -4.29002], [-3.72146, 2.17148, -3.71934], [-7.19433, 2.31859, -2.07342], [-5.95742, 3.34756, -1.31858], [-6.75282, 0.58634, -0.41077], [-7.01387, 2.06247, 0.42818], [-4.33768, 1.00280, -0.16835], [-5.92868, 0.18543, 1.81372], [-5.32168, 1.77009, 2.41733], [-3.99608, -0.09479, 3.17930], [-2.91791, 0.78012, 2.16419], [-2.61025, -1.87694, -0.04458], [-1.76889, -0.44970, 0.56639], [-3.16463, -0.23997, -0.49241]],
  "atomic_forces_ev_per_a": [[0.6, -0.6, -0.9], [-0.3, 0.5, 0.2], [-0.1, -0.1, 0.1], [-0.8, 0.8, 0.8], [-1.1, -2.4, 0.5], [0.1, -1.6, -0.6], [-0.8, 0.0, -0.1], [0.9, -0.2, -0.4], [0.5, 1.2, 0.7], [-0.4, 0.1, -0.1], [0.4, 0.2, -0.1], [0.0, 1.6, 1.4], [0.9, -0.5, -0.7], [-0.1, 0.4, 0.1], [1.0, -0.6, -0.6], [0.1, 0.4, 0.0], [0.0, -0.6, -0.1], [-0.1, 0.0, 0.1], [0.1, 0.0, 0.1], [0.1, -0.2, -0.2], [1.6, 2.7, -1.0], [0.2, -0.3, -0.2], [-1.0, -1.2, 0.8], [0.5, -0.2, -0.2], [-0.1, 0.0, 0.1], [-0.8, 0.0, 0.1], [-0.5, -0.1, 0.0], [0.1, -0.1, 0.4], [-0.9, 0.7, 0.1], [0.2, -0.2, -0.3], [-0.7, 0.6, -0.3], [0.0, -0.3, 0.4], [-0.1, 0.2, -0.2], [0.5, -0.1, 0.5], [-0.6, 0.1, -0.6], [0.4, 0.4, -0.9], [0.2, 0.3, 1.3], [-1.0, 0.5, -0.4], [0.2, 0.1, 0.8], [0.3, -0.6, -0.1], [0.1, -0.1, 0.4], [-0.2, -0.5, 0.2], [-0.2, 0.0, -0.2], [0.1, -0.1, -0.2], [-0.2, 0.0, 0.0], [0.2, 0.2, 0.4], [0.0, -0.1, 0.4], [0.2, -0.4, -0.1], [-0.3, -0.1, -0.1], [0.5, -0.1, -0.2], [0.5, -0.1, -0.2], [-0.4, 0.0, -0.3], [0.1, 0.2, -0.3], [0.0, 0.3, 0.0], [-0.3, 0.1, 0.0], [-0.1, -0.3, -0.1], [-1.0, 0.0, 0.0], [0.7, 0.9, 0.3], [-0.9, -0.5, -0.2], [-0.9, -1.0, -1.2], [0.4, 0.1, 1.4], [0.1, 0.7, -1.7], [-0.3, 0.2, 0.0], [0.1, -0.1, -0.4], [0.4, -0.3, -0.3], [0.2, -0.5, 0.1], [0.1, 0.0, 0.1], [0.0, 0.0, -0.3], [0.6, 0.2, 0.1], [-0.1, 0.4, 0.3], [0.1, -0.1, 0.6], [0.2, 0.0, -0.1], [-0.2, 0.5, 0.6], [-0.2, -0.8, -0.5], [1.0, 0.1, 0.6], [0.0, -0.3, 0.0], [-0.3, 0.3, -0.1], [0.1, 0.0, 0.1], [-0.1, 0.2, 0.5], [-0.2, 0.3, -0.1], [-1.7, -1.3, 0.9], [1.4, -0.5, -0.2], [-1.7, -0.7, 0.8], [0.8, 2.1, 0.9], [-1.2, -1.0, -1.0], [0.9, 1.0, 1.3], [0.1, 0.9, -1.0], [1.1, -1.4, -0.1], [0.7, 0.7, 0.2], [0.5, 0.5, -0.4], [0.4, 0.6, -0.2], [0.0, 0.0, -0.1], [0.2, -0.2, -0.4], [0.4, 0.9, -1.0], [0.1, 0.3, -0.2], [0.0, -0.4, 0.0], [0.7, -0.7, 0.5], [-0.5, 0.3, -0.1], [0.3, 0.0, -0.4], [-0.6, -0.8, 1.1], [-0.8, -0.1, -0.6], [-0.4, 0.2, 0.0], [-0.1, -0.1, 0.3], [-0.2, -0.1, -0.3], [-1.3, -0.2, -0.9], [0.5, -0.2, 0.3], [-0.6, 0.5, 0.2], [0.7, 1.6, -0.2], [-0.6, -1.2, -0.2], [-0.4, 0.0, 0.5], [0.3, 0.9, 0.0], [0.0, -0.6, -0.1], [1.0, 1.1, -0.6], [0.4, 0.1, -0.4], [0.6, 0.2, 0.4], [0.5, 0.1, 0.6], [0.3, -0.7, 0.0], [-0.1, -0.3, -0.2], [-0.3, -0.2, -0.3], [-0.3, -0.2, 0.5], [0.1, 0.1, 0.0], [0.1, 0.0, -0.2], [0.4, 0.0, -0.1], [0.1, 0.0, 0.2], [-0.2, -0.3, -0.3], [-0.9, -0.2, 0.5], [-0.5, 0.0, -0.2], [0.2, -0.3, 0.4], [-0.5, -0.9, -0.8], [-0.1, -0.6, 0.5], [0.4, 0.7, 1.1], [0.2, -0.4, -0.8], [-0.9, -0.1, 0.7], [0.3, 1.3, -1.7], [1.0, -1.7, 1.2], [0.0, 0.4, 0.3], [-0.2, -0.3, -0.2], [0.1, 0.0, -0.1], [-0.3, 0.7, 0.0], [0.2, 0.4, 0.4], [0.1, -0.2, -0.3], [-0.1, 0.2, -0.2], [0.2, -0.3, 0.0], [0.1, 0.4, -0.1], [-0.2, 0.0, -0.1], [-0.1, 0.0, 0.1], [-0.1, -0.3, 0.4], [0.0, -0.1, 0.0], [-0.3, 0.7, -0.4], [0.0, 0.0, -0.2], [-0.1, 0.1, 0.4], [0.2, -0.1, -0.2]],
  "mulliken_charge": [-0.4015, 0.4222, 0.4539, 0.0482, 0.9539, 0.3486, -0.5058, 1.1046, -0.8192, 0.0590, 0.4386, 0.3403, -0.5517, 0.2179, -1.0495, -0.2045, 0.2084, -0.6759, 0.3083, 0.2326, -0.4358, 0.2968, 0.5886, -0.7173, 0.2958, 0.4318, -0.6575, 0.2144, 0.1964, -0.7696, 0.4854, 0.1415, -0.7685, -0.2872, -0.2388, -1.3639, -0.2323, 0.7003, -0.7242, -0.3684, -0.6927, 0.4398, 0.1861, 0.2093, 0.5035, 0.2742, 0.5586, 0.3455, 0.1676, 0.2440, -0.6142, 0.3522, 0.3688, 0.2711, 0.3186, 0.2269, 0.0397, -0.3883, -0.1085, -0.6969, -0.4099, 0.3272, 0.1549, -0.4372, -0.6647, 0.2902, 0.2682, -0.3503, 0.3709, -0.0509, 0.3895, 0.4098, 0.4056, -0.8079, 0.2323, 0.4032, -0.0328, 0.1127, 0.3131, 0.3423, -0.6603, -0.3951, -0.7737, -0.2063, -0.3356, -0.3328, 0.0819, -0.5081, -0.6152, 0.2951, 0.2197, 0.2946, 0.3758, 0.2955, 0.2612, 0.3789, 0.2833, 0.2390, 0.1435, 0.5413, -0.3390, 0.3456, 0.3738, -0.0056, -0.7617, -0.3582, -0.6165, -0.6332, -0.2226, -0.7487, -0.6327, -0.3519, -0.3626, 0.3070, 0.2931, 0.2991, 0.3222, 0.3612, 0.4266, 0.4088, 0.2080, 0.3896, 0.4251, 0.3670, 0.3635, 0.3139, 0.1996, 0.0077, -0.3383, -0.1051, -0.6682, -0.7482, -0.0855, -0.5942, -0.4636, -0.4652, -0.4581, 0.3968, 0.3080, -0.3862, 0.3522, 0.3466, 0.3715, 0.4669, -0.0015, 0.3465, 0.3141, 0.3402, 0.3106, 0.2435, 0.3819, 0.1863],
  "orbital_gap_ev": 3.18,
  "max_force_ev_per_a": 3.33,
  "mol_weight_g_mol": 1025.54,
  "charge": 1,
  "multiplicity": 1,
  "homo_ha": -0.368,
  "energy_ev": -91737.1358
}